# 1
Computed, not measured: a cluster of 2 separate species, C4H8O2 in total at a distorted geometry, with ωB97M-V/def2-TZVPD.

```
! RIJCOSX wB97M-V def2-TZVPD def2/J DEFGRID3
* xyz 0 1
O -1.5258 -1.0321 1.1772
O -1.4822 -1.0415 -0.9826
C -1.7160 1.1278 0.0488
C 2.7025 -0.1417 0.1591
C 1.4093 -0.2802 -0.0945
C -1.5661 -0.3136 0.1750
H -0.9902 -1.8788 -0.6727
H 0.7614 0.7220 -0.0038
H -2.3150 1.4348 -1.0713
H 3.0622 -1.1828 0.3220
H 3.3268 0.7847 0.0012
H 0.9978 -1.2416 -0.0054
H -0.5889 1.5367 -0.0434
H -2.0759 1.5061 0.9903
*
```

Energy (eV): -8370.09323
ΔE to the lowest compared entry with this formula, charge and spin (kcal/mol): 73.5
Kohn-Sham gap (eV): 11.037
HOMO energy (eV): -10.30

Atomic partial charges in e from the Löwdin method, atoms 1 to 6: atom 1 (O): 0.0529, atom 2 (O): 0.0259, atom 3 (C): -0.0161, atom 4 (C): -0.0706, atom 5 (C): -0.0915, atom 6 (C): -0.6383

# 2
Computed, not measured: a structure of composition C25H32Br2ClIrN6OS2, with ωB97M-V/def2-TZVPD.

```
! RIJCOSX wB97M-V def2-TZVPD def2/J DEFGRID3
* xyz 2 5
Ir 0.0508 0.0532 -0.2524
Br 4.3502 -0.5526 1.1175
Br 1.9537 -2.2427 -0.2303
Cl -6.8140 2.1384 5.3778
S 0.2746 1.0531 -4.8870
S -0.8647 -0.1659 -2.3273
O -3.1687 -5.0130 3.2470
N -1.2620 -1.2931 0.7015
N 1.1597 1.5850 -2.5068
N -2.5679 -2.3380 2.0713
N 1.2075 1.3291 -1.1944
N -2.4801 -3.1416 0.9870
N 1.0611 0.8636 1.3565
C -1.4923 -3.7887 4.5886
C -1.6862 -2.4871 0.1859
C -4.2340 -0.5649 6.5495
C -6.7183 -0.5193 5.1886
C -0.4720 -3.9943 3.4498
C 2.6368 2.6353 1.9238
C -1.3661 0.4450 -5.3377
C -6.1057 -1.7072 5.4132
C 0.2632 0.8912 -3.1534
C -4.8305 0.6358 6.3345
C -4.8434 -1.7730 6.0935
C -1.1889 -2.4368 5.2554
C -3.4433 -2.7145 3.1770
C -4.0364 -4.0586 5.1896
C 1.7888 1.1614 3.6117
C 1.8952 1.9078 0.9538
C 2.5798 2.2748 3.2320
C -2.9714 -3.8728 4.0764
C 1.0666 0.5039 2.6565
C 3.8621 -1.8881 -0.1602
C -6.0816 0.6732 5.6435
C -1.2451 -4.8915 5.6300
C -1.8554 -1.2301 1.8843
C 1.9640 2.1533 -0.4061
C -4.2446 -3.0921 6.3778
H -2.8710 -5.8121 3.6986
H -4.3688 -3.0464 2.7089
H -3.2982 -0.6150 7.0913
H -3.6497 -1.8142 3.7615
H 4.3252 -2.8226 0.1248
H -3.8240 -5.0273 5.6389
H -1.7122 -2.2968 6.2017
H 2.5628 2.9258 -0.8655
H -3.3530 -2.9952 6.9908
H -1.3954 -2.8509 -0.7870
H -6.5836 -2.6264 5.0980
H -1.8550 -4.7779 6.5276
H -1.4165 -1.5889 4.6058
H 0.4606 -4.3693 3.8735
H 0.4942 -0.3799 2.9088
H -2.1412 1.0821 -4.9187
H -1.4008 0.4997 -6.4237
H -1.5087 -0.5896 -5.0367
H 1.7760 0.8067 4.6322
H -1.4125 -5.8944 5.2276
H -7.6779 -0.4585 4.6929
H -0.2307 -3.0589 2.9413
H -4.3918 1.5599 6.6867
H 3.1462 2.8204 3.9744
H -0.8172 -4.7071 2.7038
H -4.9976 -3.5973 7.0041
H 4.1624 -1.5638 -1.1466
H 3.2510 3.4614 1.5906
H -1.8028 -0.4096 2.5803
H -0.2022 -4.8570 5.9460
H -4.9879 -4.1898 4.6684
H -0.1219 -2.3876 5.4812
*
```

Energy (eV): -214532.41942
ΔE to the lowest compared entry with this formula, charge and spin (kcal/mol): 0.0
Kohn-Sham gap (spin up / spin down) (eV): 4.688 / 2.512
HOMO energy (spin up / spin down) (eV): -10.87 / -12.27

Atomic partial charges in e from the Löwdin method, atoms 1 to 6: atom 1 (Ir): 0.9699, atom 2 (Br): 0.6854, atom 3 (Br): 0.6394, atom 4 (Cl): 0.9357, atom 5 (S): 0.8924, atom 6 (S): 0.6116

# 3
Computed, not measured: an isolated molecule of C17H16N2O4S, with ωB97M-V/def2-TZVPD.

```
! RIJCOSX wB97M-V def2-TZVPD def2/J DEFGRID3
* xyz 0 1
S 2.9219 1.1420 -0.7951
O 3.2276 -2.6046 -0.7531
O 3.1965 1.7934 -2.0385
O 0.5946 -0.9433 0.9012
O 1.9305 1.7438 0.0399
N 2.4917 -0.4724 -1.1245
N -0.7679 0.3407 -0.3621
C 5.3897 1.4449 0.6208
C -1.6100 0.7911 0.7293
C -3.4358 -0.8396 0.1954
C -3.0557 0.4714 0.4601
C 3.3625 -1.4105 -0.6456
C -4.7555 -1.1486 -0.0681
C -5.3498 1.1481 0.1959
C 6.5978 -0.5784 1.1467
C 5.6141 -1.3533 0.5508
C 1.1156 -0.7646 -1.4317
C 6.4886 0.8043 1.1832
C 0.2892 -0.4624 -0.1672
C -7.1658 -0.5074 -0.3355
C 4.5154 -0.7177 -0.0089
C 4.4184 0.6639 0.0391
C -4.0265 1.4615 0.4540
C -5.7329 -0.1588 -0.0709
H -2.6856 -1.6170 0.2003
H 0.8108 -0.1621 -2.2894
H -3.7481 2.4859 0.6571
H -1.2561 0.2636 1.6200
H -7.2435 -1.2373 -1.1387
H -0.9169 0.7739 -1.2589
H 7.4587 -1.0561 1.5895
H 5.6798 -2.4295 0.5149
H -5.0363 -2.1721 -0.2719
H 7.2623 1.3916 1.6536
H 1.0463 -1.8320 -1.6635
H 5.2913 2.5184 0.6406
H -7.7391 0.3762 -0.6045
H -7.6132 -0.9452 0.5572
H -6.0937 1.9320 0.1987
H -1.4710 1.8663 0.8798
*
```

Energy (eV): -39894.59915
ΔE to the lowest compared entry with this formula, charge and spin (kcal/mol): 5.5
Kohn-Sham gap (eV): 8.807
HOMO energy (eV): -8.89

Atomic partial charges in e from the Löwdin method, atoms 1 to 6: atom 1 (S): 0.7428, atom 2 (O): 0.1288, atom 3 (O): -0.2601, atom 4 (O): 0.0803, atom 5 (O): -0.2469, atom 6 (N): -0.1122

# 4
Computed, not measured: an isolated molecule of C8H10S4 at a distorted geometry, with ωB97M-V/def2-TZVPD.

```
! RIJCOSX wB97M-V def2-TZVPD def2/J DEFGRID3
* xyz 0 1
S 0.6222 2.5307 -0.1225
S -0.6333 3.8562 -2.6661
S -0.9197 -0.4039 -1.4365
S -1.8700 -1.5508 1.2793
C -1.5708 -2.3657 2.7024
C -0.2273 -2.3608 3.0079
C -0.3297 1.0829 -2.2490
C -0.1922 -1.2697 1.0132
C -0.5174 2.3825 -1.4460
C 0.2297 -0.6507 -0.2477
C 0.5460 -1.7043 2.0552
C 1.7061 -0.5192 -0.5752
H 0.8230 0.9026 -2.4089
H -2.4416 -2.7517 3.1891
H 1.8820 -0.2426 -1.6024
H 1.5977 -1.5257 2.0975
H 0.2859 -2.7217 3.8320
H 2.3286 -1.2462 -0.1825
H -0.8018 1.0579 -3.3413
H 2.2420 0.4327 -0.1636
H -1.1461 4.6719 -1.7279
H -1.6131 2.3959 -1.0071
*
```

Energy (eV): -51795.64757
Kohn-Sham gap (spin up / spin down) (eV): 7.080 / 4.683
HOMO energy (spin up / spin down) (eV): -8.26 / -6.84

Atomic partial charges in e from the Löwdin method, atoms 1 to 6: atom 1 (S): 0.5686, atom 2 (S): 0.6326, atom 3 (S): 0.9496, atom 4 (S): 1.0470, atom 5 (C): -0.4012, atom 6 (C): -0.1590

# 5
Computed, not measured: an isolated molecule of C4H7NO2 at a distorted geometry, with ωB97M-V/def2-TZVPD.

```
! RIJCOSX wB97M-V def2-TZVPD def2/J DEFGRID3
* xyz 0 1
O 1.3061 -2.9951 0.6274
O -2.0159 2.4171 -0.3005
N 1.2090 -0.6830 0.6738
C -1.4751 1.5404 -1.0120
C 0.2804 0.4936 0.4705
C 0.6981 -1.9666 0.6449
C -0.0244 1.1053 -1.0270
H -0.6307 0.2302 0.9448
H 2.3349 -0.6351 0.3840
H 0.7350 1.8094 -1.3256
H -0.3903 -1.8232 0.6550
H -2.1798 1.1483 -1.7290
H -0.1047 0.3325 -1.8097
H 0.5765 1.3065 1.0902
*
```

Energy (eV): -9845.00285
ΔE to the lowest compared entry with this formula, charge and spin (kcal/mol): 52.5
Kohn-Sham gap (eV): 10.422
HOMO energy (eV): -10.00

Atomic partial charges in e from the Löwdin method, atoms 1 to 6: atom 1 (O): 0.0406, atom 2 (O): 0.0124, atom 3 (N): -0.0078, atom 4 (C): -0.2419, atom 5 (C): -0.1459, atom 6 (C): -0.4120

# 6
Computed, not measured: an isolated molecule of C4H8N2OS at a distorted geometry, with ωB97M-V/def2-TZVPD.

```
! RIJCOSX wB97M-V def2-TZVPD def2/J DEFGRID3
* xyz 0 1
S -1.5583 0.6740 -1.7213
O -1.7644 2.4260 0.2770
N 0.8534 1.0087 1.5279
N 0.8914 0.9431 0.1818
C 0.6860 -0.3421 -0.4159
C -0.0887 -0.3918 -1.7383
C -0.0253 -1.2809 0.6428
C -1.1786 1.7003 -0.4276
H -0.4861 -1.2954 -1.9642
H 0.8356 1.9520 1.7758
H 1.5657 -0.9959 -0.6605
H -1.2076 -1.1341 0.5592
H 0.1399 -2.3999 0.5232
H 0.2235 -1.1474 1.7272
H 0.4005 0.4231 2.2052
H 0.7130 -0.1397 -2.4922
*
```

Energy (eV): -20136.44810
ΔE to the lowest compared entry with this formula, charge and spin (kcal/mol): 101.1
Kohn-Sham gap (spin up / spin down) (eV): 7.815 / 7.632
HOMO energy (spin up / spin down) (eV): -7.35 / -6.99

Atomic partial charges in e from the Löwdin method, atoms 1 to 6: atom 1 (S): 0.9583, atom 2 (O): 0.0391, atom 3 (N): -0.0182, atom 4 (N): -0.0515, atom 5 (C): -0.4728, atom 6 (C): -0.4247